1.
{
  "formula": "C43H52N6O2PSV",
  "method": "ωB97M-V/def2-TZVPD",
  "symbols": ["V", "C", "C", "O", "C", "C", "C", "N", "N", "C", "O", "C", "C", "C", "C", "C", "C", "H", "H", "H", "H", "H", "H", "H", "H", "H", "H", "H", "H", "C", "C", "C", "P", "C", "C", "C", "C", "C", "C", "C", "C", "C", "C", "N", "C", "C", "C", "C", "C", "C", "C", "C", "C", "H", "H", "H", "H", "H", "H", "H", "H", "H", "H", "H", "H", "H", "H", "H", "H", "H", "H", "H", "H", "H", "H", "H", "H", "H", "H", "H", "H", "H", "H", "H", "C", "N", "C", "C", "N", "C", "S", "C", "C", "C", "C", "C", "N", "H", "H", "H", "H", "H", "H", "H", "H", "H"],
  "xyz": [[0.756, 0.095, -0.103], [1.979, 3.731, -2.213], [1.995, 2.444, -1.496], [1.032, 1.946, -0.835], [3.254, 1.752, -1.645], [3.309, 0.393, -1.648], [4.430, -0.391, -2.346], [2.205, -0.291, -1.362], [2.062, -1.507, -1.850], [0.782, -1.693, -2.230], [-0.119, -0.826, -1.886], [0.580, -2.986, -2.883], [1.701, -3.713, -3.359], [1.521, -4.913, -4.004], [0.249, -5.440, -4.208], [-0.841, -4.815, -3.623], [-0.677, -3.572, -3.000], [1.688, 3.591, -3.295], [1.317, 4.535, -1.837], [3.039, 4.063, -2.265], [4.104, 2.350, -1.970], [4.573, -1.354, -1.844], [4.076, -0.616, -3.389], [5.383, 0.167, -2.405], [2.694, -3.327, -3.118], [2.371, -5.510, -4.361], [0.135, -6.370, -4.732], [-1.839, -5.183, -3.716], [-1.582, -3.068, -2.592], [-0.819, -4.342, 2.164], [-0.429, -3.460, 0.957], [1.101, -3.663, 0.683], [-0.879, -1.589, 1.015], [-2.691, -1.412, 0.560], [-3.415, -2.728, 0.156], [-3.399, -0.451, 1.503], [-0.671, -0.952, 2.706], [-1.413, -1.375, 3.802], [-1.082, -0.959, 5.111], [-1.806, -1.526, 6.317], [-0.028, -0.081, 5.326], [0.701, 0.383, 4.269], [0.359, 0.043, 2.927], [1.023, 0.693, 1.910], [1.866, 1.788, 2.231], [1.343, 3.056, 2.621], [-0.131, 3.288, 2.737], [2.270, 4.071, 2.981], [3.636, 3.926, 2.751], [4.550, 5.075, 3.072], [4.153, 2.712, 2.298], [3.255, 1.612, 2.158], [3.891, 0.263, 2.052], [-0.490, -5.402, 2.011], [-1.889, -4.267, 2.409], [-0.245, -3.998, 3.028], [-1.006, -3.847, 0.075], [1.638, -3.338, 1.600], [1.460, -3.100, -0.178], [1.301, -4.734, 0.549], [-2.525, -0.892, -0.433], [-3.423, -3.452, 0.977], [-3.006, -3.169, -0.796], [-4.476, -2.483, -0.093], [-3.807, -0.965, 2.389], [-4.300, -0.032, 1.035], [-2.774, 0.401, 1.787], [-2.186, -2.145, 3.715], [-1.782, -2.636, 6.301], [-2.866, -1.228, 6.392], [-1.271, -1.143, 7.209], [0.302, 0.076, 6.349], [1.612, 0.947, 4.426], [-0.630, 2.813, 1.883], [-0.394, 4.394, 2.777], [-0.493, 2.871, 3.723], [1.846, 4.939, 3.501], [3.894, 5.915, 3.310], [5.169, 5.348, 2.190], [5.183, 4.867, 3.937], [5.217, 2.521, 2.106], [4.548, 0.168, 2.921], [4.520, 0.118, 1.164], [3.145, -0.564, 2.103], [-1.776, -0.553, -5.892], [-2.563, 0.015, -4.758], [-3.616, -0.583, -4.099], [-4.099, 0.311, -3.186], [-3.320, 1.444, -3.238], [-2.360, 1.302, -4.253], [-1.228, 2.363, -4.703], [-3.223, 2.417, -2.210], [-4.258, 3.358, -1.949], [-4.048, 4.313, -0.947], [-2.783, 4.340, -0.312], [-1.815, 3.456, -0.745], [-2.090, 2.452, -1.580], [-2.306, -1.258, -6.555], [-0.886, -1.085, -5.483], [-1.387, 0.333, -6.447], [-3.913, -1.570, -4.455], [-4.871, 0.217, -2.439], [-5.134, 3.300, -2.647], [-4.867, 5.001, -0.622], [-2.529, 5.115, 0.412], [-0.765, 3.466, -0.351]],
  "total_charge": 0,
  "spin_multiplicity": 3,
  "homo_lumo_gap_ev": [6.60, 7.41],
  "e_lumo_ev": [-0.2, 0.4]
}

2.
{
  "formula": "Cl3O2PS",
  "method": "ωB97M-V/def2-TZVPD",
  "symbols": ["O", "O", "P", "S", "Cl", "Cl", "Cl"],
  "xyz": [[0.349, 0.179, -1.103], [-0.093, 0.269, 1.525], [-0.672, 0.359, 0.139], [1.400, -1.153, -0.843], [-1.576, 2.018, -0.474], [-1.902, -1.044, 0.016], [2.495, -0.627, 0.739]],
  "total_charge": 0,
  "relative_energy_kj_mol": 36.7,
  "homo_lumo_gap_ev": 9.64,
  "e_lumo_ev": -0.1
}

Number 1: F_max 3.40 eV/Å. Number 2: F_max 4.43 eV/Å.